Formula: C15H18BNO
Source: OMol25
Level of theory: wB97M-V/def2-TZVPD

## Properties
**Molar mass**: 239.13 g mol⁻¹
**E**: -737.26434 Eh
**HOMO-LUMO gap**: 8.5 eV
**Max |F|**: 0.0535 hartree/bohr

Geometry (Å):
O (1.0513, -1.4423, -1.4567)
C (0.8014, -0.9612, 3.6951)
C (1.7420, -0.3766, 2.8705)
C (-0.2595, -1.6198, 3.1380)
C (1.2136, 2.5517, -2.3764)
C (0.5032, 3.5563, -1.7559)
C (1.5235, -0.3635, 1.4945)
C (-0.4702, -1.6077, 1.7784)
C (1.0447, 1.2498, -1.9251)
C (-0.3087, 3.2722, -0.6518)
C (0.4325, -0.9615, 0.9426)
C (0.2567, 0.9501, -0.8247)
C (-0.3982, 1.9587, -0.1384)
B (0.1184, -0.6665, -0.5978)
C (-1.2884, 1.6527, 1.0070)
C (0.3326, -2.4768, -2.0619)
C (-1.0910, -2.4583, -1.5340)
N (-1.3639, -1.0810, -1.0435)
H (0.9516, -0.9113, 4.7472)
H (2.5817, 0.1894, 3.3088)
H (-1.0184, -2.0854, 3.7992)
H (1.7763, 2.7442, -3.2716)
H (0.5286, 4.5363, -2.1604)
H (2.2139, 0.1440, 0.8653)
H (-1.3529, -2.0337, 1.3704)
H (1.4838, 0.4568, -2.5126)
H (-0.9226, 4.0326, -0.2269)
H (-1.5261, 2.6067, 1.4985)
H (-0.7786, 0.9850, 1.7007)
H (-2.2318, 1.1922, 0.6415)
H (0.8297, -3.4541, -1.9156)
H (0.3664, -2.2050, -3.1351)
H (-1.2166, -3.1720, -0.6984)
H (-1.8106, -2.7194, -2.3572)
H (-2.1411, -1.0382, -0.3746)
H (-1.5737, -0.4444, -1.8391)

***

Formula: C4H18N3O4
Source: OMol25
Level of theory: wB97M-V/def2-TZVPD

## Properties
**Molar mass**: 172.21 g mol⁻¹
**Charge**: +1
**E**: -628.23429 Eh
**HOMO-LUMO gap**: 10.8 eV
**Max |F|**: 0.0291 hartree/bohr

Geometry (Å):
N (0.9339, -1.4344, -1.2414)
C (-0.4105, -1.1252, -1.8174)
C (-0.7407, 0.3874, -1.7655)
N (0.2339, 1.1358, -0.9936)
C (0.0252, 1.0408, 0.4410)
C (1.3196, 0.7885, 1.1748)
N (1.7352, 1.7056, 2.0621)
O (1.9898, -0.2118, 0.9253)
H (1.1627, -2.4221, -1.3838)
H (1.6581, -0.9305, -1.7558)
H (1.0593, -1.1570, -0.2437)
H (-0.3897, -1.4124, -2.8508)
H (-1.1418, -1.6838, -1.2449)
H (-0.6188, 0.7218, -2.7854)
H (-1.7852, 0.5229, -1.4798)
H (0.0480, 2.1066, -1.2033)
H (-0.5555, 1.8520, 0.8813)
H (-0.6209, 0.2095, 0.7401)
H (2.6349, 1.5622, 2.5021)
H (1.1509, 2.4280, 2.4438)
H (1.6089, -1.7216, 2.4618)
H (0.3749, -2.5179, 3.0679)
O (0.8991, -2.3621, 2.2796)
H (-2.4090, -2.9655, 0.7977)
H (-1.0324, -2.9161, 1.4525)
O (-1.4826, -2.7536, 0.6172)
H (-1.7928, 4.2884, -0.4772)
H (-1.8883, 3.4612, -1.7807)
O (-1.9661, 3.4034, -0.8238)

***

Formula: C22H44BeCl5N2O6
Source: OMol25
Level of theory: wB97M-V/def2-TZVPD

## Properties
**Molar mass**: 618.88 g mol⁻¹
**E**: -3740.62823 Eh
**HOMO-LUMO gap (alpha / beta)**: 7.6 / 5.8 eV
**Max |F|**: 0.1194 hartree/bohr
**2S+1**: 4
**⟨S²⟩**: 3.763

Geometry (Å):
Be (13.0607, 24.5165, -20.2634)
Cl (11.3658, 26.0515, -18.1482)
O (12.0975, 26.7613, -19.1687)
O (12.4030, 25.2328, -17.6459)
O (10.9183, 26.8564, -17.0968)
O (10.4118, 25.1847, -18.7707)
C (6.8979, 29.1410, -20.0610)
C (7.7373, 30.3282, -19.2994)
C (8.9737, 29.6140, -18.7499)
C (10.0624, 29.2006, -19.8132)
C (10.3834, 30.4703, -20.5505)
C (9.2263, 31.3472, -21.1693)
N (8.1705, 31.5344, -20.1396)
O (7.0202, 32.3150, -20.4907)
C (9.7991, 32.7209, -21.2960)
C (8.9863, 30.8486, -22.5338)
C (6.8159, 30.6164, -18.0945)
H (6.8290, 28.1488, -19.6150)
H (7.0877, 29.0809, -21.1326)
H (5.8983, 29.5706, -20.1263)
H (9.4714, 30.3097, -18.0744)
H (8.7900, 28.7595, -18.0986)
H (9.8209, 28.4271, -20.5422)
H (10.9608, 28.9343, -19.2565)
H (11.1562, 30.2755, -21.2941)
H (10.8640, 31.1182, -19.8175)
H (10.6920, 32.7291, -21.9211)
H (9.0151, 33.3225, -21.7560)
H (10.1058, 33.1916, -20.3619)
H (8.7997, 29.7784, -22.6230)
H (8.1612, 31.4526, -22.9112)
H (9.7412, 31.0101, -23.3033)
H (6.0190, 31.2826, -18.4252)
H (7.3694, 31.2104, -17.3672)
H (6.2964, 29.7114, -17.7794)
C (9.0005, 26.2482, -22.2386)
C (8.6726, 24.8531, -22.8448)
C (7.9421, 25.2955, -24.1672)
C (7.6044, 24.0914, -25.0189)
C (8.8878, 23.4158, -25.4505)
C (9.7956, 23.0239, -24.2726)
N (9.9428, 24.0472, -23.2272)
O (10.8502, 23.7991, -22.0489)
C (9.2826, 21.5924, -23.7982)
C (11.1583, 22.7239, -24.8775)
C (7.7045, 24.1041, -21.9685)
H (9.8420, 26.7526, -22.7133)
H (9.3934, 26.0522, -21.2410)
H (8.1408, 26.8485, -21.9407)
H (7.0052, 25.8455, -24.0787)
H (8.6596, 25.8282, -24.7914)
H (7.0299, 24.3021, -25.9209)
H (6.9098, 23.3689, -24.5902)
H (9.3173, 24.1372, -26.1456)
H (8.6486, 22.5780, -26.1055)
H (9.8569, 21.3618, -22.9010)
H (8.2681, 21.6264, -23.4011)
H (9.3425, 20.8613, -24.6045)
H (11.8777, 22.3057, -24.1734)
H (11.0692, 21.8530, -25.5268)
H (11.5597, 23.6256, -25.3400)
H (7.7778, 23.0230, -21.8506)
H (6.6251, 24.2075, -22.0795)
H (7.6013, 24.5535, -20.9808)
Cl (13.4516, 24.3865, -13.0432)
C (14.1534, 24.1067, -14.6761)
C (13.9825, 22.5807, -15.1516)
Cl (14.7208, 21.5348, -13.9246)
H (15.1409, 24.5636, -14.7398)
H (13.6639, 24.7778, -15.3818)
H (14.6311, 22.4133, -16.0115)
H (12.9697, 22.1995, -15.2823)
Cl (7.3395, 25.1046, -14.2255)
C (9.0813, 25.2676, -14.5563)
C (9.9972, 25.6830, -13.3901)
Cl (9.7352, 27.3458, -12.9294)
H (9.1306, 25.9364, -15.4156)
H (9.5391, 24.3676, -14.9669)
H (11.0381, 25.3876, -13.5222)
H (9.5718, 25.0632, -12.6008)

***

Formula: C39H28ClN8O3RbS3
Source: OMol25
Level of theory: wB97M-V/def2-TZVPD

## Properties
**Molar mass**: 873.83 g mol⁻¹
**Charge**: -2
**E**: -3845.78452 Eh
**HOMO-LUMO gap**: 6.5 eV
**Max |F|**: 0.0038 hartree/bohr

Geometry (Å):
Rb (0.6699, -0.6607, -0.9470)
C (3.8185, -1.7064, 1.4785)
C (3.8834, -3.0773, 1.2583)
C (3.8723, -3.5500, -0.0338)
C (3.7643, -2.6478, -1.1065)
N (3.6888, -1.3255, -0.9001)
C (3.7319, -0.8921, 0.3676)
N (3.8204, -3.1813, -2.3870)
C (3.0690, -2.7612, -3.3516)
N (2.0384, -1.8741, -3.3581)
C (1.5639, -1.7913, -4.6293)
N (0.6106, -1.0767, -5.1283)
C (0.0086, -0.0290, -4.4506)
C (-1.3741, 0.1525, -4.6269)
C (-1.9854, 1.2650, -4.0933)
C (-1.2153, 2.1986, -3.4104)
C (0.1341, 1.9368, -3.2698)
N (0.7427, 0.8511, -3.7544)
C (2.3079, -2.7377, -5.5203)
C (2.1998, -3.0383, -6.8624)
C (3.0864, -3.9765, -7.3869)
C (4.0507, -4.5796, -6.5802)
C (4.1517, -4.2609, -5.2274)
C (3.2619, -3.3351, -4.7217)
H (3.7994, -1.2806, 2.4716)
H (3.9339, -3.7636, 2.0954)
H (3.9320, -4.6061, -0.2602)
H (3.6588, 0.1825, 0.5026)
H (-1.9256, -0.5936, -5.1827)
H (-3.0547, 1.4055, -4.2035)
H (-1.6517, 3.0787, -2.9592)
H (0.7703, 2.6228, -2.7193)
H (1.4482, -2.5573, -7.4760)
H (3.0290, -4.2423, -8.4362)
H (4.7291, -5.3049, -7.0147)
H (4.8944, -4.7166, -4.5844)
O (3.0752, 2.6861, -1.5316)
C (3.3436, 3.1274, -0.2185)
C (2.1775, 2.9952, 0.7350)
C (1.8517, 4.0227, 1.6072)
C (0.8057, 3.8415, 2.5009)
C (0.1292, 2.6379, 2.4880)
C (0.5331, 1.6607, 1.5916)
N (1.5280, 1.8303, 0.7207)
H (2.8579, 1.7454, -1.5100)
H (3.6250, 4.1778, -0.2998)
H (4.2023, 2.5898, 0.2055)
H (2.4101, 4.9506, 1.5809)
H (0.5261, 4.6170, 3.2033)
H (-0.6966, 2.4467, 3.1587)
H (0.0285, 0.7014, 1.5917)
Cl (-7.3318, -0.7146, 1.3047)
C (-5.6686, -0.9935, 0.8067)
C (-5.1587, -2.3065, 0.7992)
C (-3.8704, -2.5413, 0.4188)
C (-2.9626, -1.4866, 0.0125)
O (-1.7973, -1.7507, -0.3615)
C (-3.5224, -0.1525, 0.0765)
C (-2.7651, 1.0474, -0.2035)
O (-1.5825, 1.1619, -0.4747)
C (-4.8634, 0.0490, 0.4534)
H (-5.8025, -3.1251, 1.0991)
H (-3.4705, -3.5479, 0.4063)
H (-3.3840, 1.9717, -0.1405)
H (-5.2493, 1.0634, 0.4797)
S (-0.6524, 4.0756, 6.4925)
C (-0.2285, 2.5427, 5.9478)
S (1.4035, 1.9981, 5.7889)
C (0.8883, 0.4751, 5.0430)
N (-0.4136, 0.4018, 4.9843)
N (-1.0163, 1.5465, 5.5037)
C (-2.4397, 1.5692, 5.3868)
C (-3.0180, 0.9827, 4.2657)
C (-4.3984, 0.9552, 4.1404)
C (-5.2008, 1.5108, 5.1277)
C (-4.6151, 2.0858, 6.2462)
C (-3.2344, 2.1144, 6.3860)
S (2.0067, -0.6688, 4.5033)
H (-2.3850, 0.5278, 3.5168)
H (-4.8411, 0.4904, 3.2696)
H (-6.2791, 1.4869, 5.0267)
H (-5.2349, 2.5128, 7.0256)
H (-2.7728, 2.5607, 7.2530)

***

Formula: C3H3Cl2O2
Source: OMol25
Level of theory: wB97M-V/def2-TZVPD

## Properties
**Molar mass**: 141.96 g mol⁻¹
**Charge**: -1
**E**: -1186.92437 Eh
**HOMO-LUMO gap**: 6.8 eV
**Max |F|**: 0.0275 hartree/bohr

Geometry (Å):
C (-2.1372, 0.2488, 0.3738)
C (-0.8944, -0.4318, 0.4081)
C (1.7232, 0.0516, -0.4911)
O (-1.9812, -0.6017, -0.6269)
O (-2.9540, 1.0065, 0.7946)
Cl (2.9183, -0.1717, 0.8405)
Cl (1.8059, 1.7976, -0.9893)
H (-0.8210, -1.3139, 1.0420)
H (0.1666, -0.1073, -0.0061)
H (2.1738, -0.4780, -1.3456)

***

Formula: C32H39N2
Source: OMol25
Level of theory: wB97M-V/def2-TZVPD

## Properties
**Molar mass**: 451.68 g mol⁻¹
**Charge**: +1
**E**: -1352.01856 Eh
**HOMO-LUMO gap**: 5.2 eV
**Max |F|**: 0.0548 hartree/bohr

Geometry (Å):
C (2.6373, 2.3610, -3.9883)
C (2.7167, 0.8380, -4.0891)
C (3.3133, 0.1696, -2.8498)
N (2.7583, 0.6574, -1.5821)
C (2.3774, -0.1987, -0.6450)
C (1.8559, 0.1596, 0.6152)
C (1.1055, -0.7003, 1.4219)
C (0.2656, -0.1951, 2.4916)
C (-0.8659, -0.9393, 2.8997)
C (-1.6501, -0.5035, 3.9572)
C (-1.3186, 0.6742, 4.6466)
C (-0.1914, 1.4134, 4.2589)
C (0.5982, 0.9898, 3.1936)
C (2.7439, 2.1135, -1.4235)
C (2.1095, 2.8155, -2.6268)
H (3.6189, 2.8083, -4.1928)
H (1.9543, 2.7329, -4.7597)
H (1.7105, 0.4432, -4.2662)
H (3.3182, 0.5501, -4.9588)
H (3.1423, -0.9101, -2.8971)
H (4.3994, 0.3556, -2.8331)
H (2.4514, -1.2643, -0.9069)
H (2.0453, 1.1723, 0.9709)
H (0.9355, -1.7200, 1.0641)
H (-1.0897, -1.8736, 2.3724)
H (-2.5464, -1.0666, 4.2237)
H (-1.9610, 1.0389, 5.4405)
H (0.0547, 2.3491, 4.7668)
H (1.5121, 1.5391, 2.9323)
H (2.1910, 2.3937, -0.5244)
H (3.7870, 2.4561, -1.2978)
H (2.2325, 3.8982, -2.5083)
H (1.0292, 2.6283, -2.5967)
C (1.4537, -9.0477, 6.3999)
C (0.3319, -8.2408, 6.2871)
C (0.3473, -7.0711, 5.4904)
C (-0.7478, -6.1784, 5.4591)
C (-0.6678, -4.9498, 4.8143)
C (0.5215, -4.6145, 4.1466)
C (1.5399, -5.5397, 3.9751)
C (2.6987, -5.1606, 3.0742)
C (3.5213, -4.1167, 3.8265)
C (4.9137, -3.8296, 3.2860)
C (5.2349, -2.3117, 3.3917)
C (4.2825, -1.6087, 2.4008)
C (2.8811, -1.9965, 2.8047)
N (2.7459, -2.8391, 3.9791)
C (3.4049, -2.1426, 5.1572)
C (4.8673, -1.8442, 4.8348)
C (1.5375, -6.7460, 4.7427)
C (2.6738, -7.5720, 4.9112)
C (2.6346, -8.7066, 5.7180)
H (1.4280, -9.9434, 7.0206)
H (-0.5845, -8.4862, 6.8239)
H (-1.6538, -6.4660, 5.9952)
H (-1.5014, -4.2476, 4.8271)
H (0.6754, -3.6044, 3.7685)
H (3.3368, -6.0196, 2.8504)
H (2.3412, -4.7549, 2.1132)
H (3.6238, -4.4789, 4.8609)
H (5.6278, -4.4379, 3.8558)
H (4.9592, -4.1484, 2.2392)
H (6.2846, -2.1081, 3.1685)
H (4.3798, -0.5183, 2.4379)
H (4.4626, -1.9266, 1.3663)
H (2.3466, -1.1039, 3.1334)
H (2.3951, -2.5448, 1.9985)
H (2.8389, -1.2324, 5.3995)
H (3.3136, -2.8219, 6.0148)
H (5.5069, -2.3403, 5.5734)
H (5.0381, -0.7674, 4.9262)
H (3.5995, -7.3020, 4.4084)
H (3.5246, -9.3282, 5.8176)

***

Which of these has the highest max |F|? C22H44BeCl5N2O6